No. 1
Computed, not measured: C28H69AlIO7Si as an isolated structure, with ωB97M-V with the def2-TZVPD basis set.

Last column: Mulliken charge in e.
Geometry (Å):
I: -4.190 0.573 1.256  -0.13
Si: -0.014 0.405 0.254  -0.24
Al: -0.299 4.470 -0.357  0.98
O: 0.353 2.974 0.372  -0.72
O: 0.283 8.075 -2.979  -0.40
O: 0.409 -4.412 -1.736  0.14
O: 1.092 -2.557 -6.594  -0.45
O: -1.986 3.883 -0.155  -0.74
O: -0.934 1.284 6.723  -0.43
O: 3.295 -6.506 0.654  -0.43
C: -2.105 4.138 2.958  -1.05
C: -0.675 -4.688 0.459  -1.15
C: 4.469 -6.883 -0.037  -0.30
C: -0.579 -0.999 1.394  -0.36
C: -2.168 -0.629 5.773  -0.88
C: 0.378 8.821 -1.781  -0.38
C: 1.731 -1.997 -5.456  -0.52
C: -1.199 -1.999 -5.867  -0.76
C: -0.891 8.836 -0.946  -0.95
C: 5.732 -6.840 0.807  -1.13
C: -0.721 8.474 -3.884  -0.32
C: -0.660 2.090 0.818  0.85
C: -1.965 1.697 7.596  -0.28
C: 1.871 -2.961 -4.293  -0.54
C: 1.851 0.409 0.394  -0.89
C: -3.203 2.513 1.290  -0.79
C: -0.673 -4.025 -0.906  0.37
C: 3.469 -4.097 0.148  -0.69
C: -1.921 1.042 8.967  -1.11
C: -2.929 2.864 2.747  -0.34
C: 0.505 -5.784 -2.060  -0.37
C: -0.578 9.902 -4.389  -1.04
C: -0.703 -6.329 -2.804  -1.30
C: 3.284 -5.189 1.186  -0.48
C: -0.220 -3.043 -6.376  -0.17
C: -2.048 2.557 0.274  0.08
C: -0.423 0.016 -1.536  -0.91
C: -0.897 -0.098 6.411  -0.37
H: -0.643 -0.687 7.301  0.32
H: 1.210 -1.090 -5.132  0.30
H: -0.555 -2.950 -0.785  -0.46
H: 4.028 -5.090 1.985  0.38
H: -0.630 7.778 -4.718  0.35
H: 0.708 -6.382 -1.163  0.34
H: -0.719 9.389 -0.022  0.38
H: -0.204 -3.905 -5.698  0.11
H: -1.717 8.322 -3.452  0.29
H: 2.705 -4.173 -0.628  0.00
H: -1.632 -4.182 -1.415  0.33
H: -1.487 -4.285 1.063  0.45
H: -2.408 -0.069 4.867  0.11
H: -0.807 -5.770 0.394  0.38
H: -0.543 -3.411 -7.351  0.36
H: -3.899 2.998 3.232  0.54
H: -0.683 2.077 1.920  0.01
H: 4.280 -7.906 -0.364  0.40
H: -1.350 10.110 -5.132  0.39
H: -1.719 9.317 -1.472  0.31
H: -0.957 1.219 9.445  0.29
H: -0.528 -7.370 -3.079  0.41
H: 6.578 -7.205 0.224  0.41
H: 4.597 -6.277 -0.942  0.27
H: -0.685 10.633 -3.586  0.26
H: 4.450 -4.144 -0.328  0.44
H: 2.304 -5.094 1.653  0.28
H: 5.622 -7.469 1.692  0.28
H: -0.926 -1.623 -4.880  -0.02
H: 5.970 -5.828 1.137  0.28
H: -2.034 -1.677 5.502  0.39
H: -1.609 -6.295 -2.197  0.34
H: -2.743 5.022 2.941  0.36
H: 0.194 -0.839 -1.836  -0.01
H: -0.277 -0.702 2.402  0.16
H: -2.705 1.458 9.600  0.40
H: -3.974 3.168 0.890  0.75
H: 1.390 -5.855 -2.694  0.34
H: 0.113 4.670 -1.898  -0.51
H: -1.466 -0.270 -1.685  0.41
H: -2.948 1.547 7.134  0.28
H: 1.176 8.341 -1.214  0.36
H: 2.428 -3.850 -4.595  0.31
H: 2.289 1.075 -0.348  0.32
H: -1.189 7.820 -0.686  0.14
H: -1.651 -1.161 1.348  0.20
H: 2.401 -2.480 -3.470  0.39
H: 0.907 -3.282 -3.902  -0.10
H: 3.378 -3.118 0.620  0.28
H: 0.267 -4.493 0.973  -0.02
H: -2.353 1.930 -0.577  0.47
H: 0.001 5.765 0.566  -0.40
H: -1.630 4.097 3.941  0.26
H: -3.025 -0.568 6.446  0.34
H: -2.461 2.021 3.259  -0.01
H: -1.824 2.774 7.698  0.37
H: -1.247 -1.151 -6.552  0.32
H: -2.195 -2.436 -5.787  0.40
H: 2.175 0.737 1.383  0.30
H: 0.704 9.848 -1.995  0.31
H: -0.065 -0.198 5.715  0.34
H: -0.023 -1.906 1.149  -0.16
H: -2.079 -0.036 8.911  0.26
H: 0.399 10.047 -4.853  0.27
H: 2.236 -0.601 0.222  0.07
H: -0.171 0.851 -2.190  0.53
H: -1.321 4.272 2.218  0.03
H: -0.882 -5.755 -3.715  0.18
H: 2.714 -1.688 -5.813  0.36

Results
HOMO-LUMO gap (eV): 7.2
HOMO level (eV): -5.0
F_max (eV/Å): 0.6
LUMO level (eV): 2.224
Net charge: -1
Calculated total energy (eV): -67065.389

---

No. 2
Computed, not measured: a 10-piece molecular cluster, H19O10 overall, with ωB97M-V with the def2-TZVPD basis set.

Last column: natural (NBO) charge in e.
Geometry (Å):
O: -2.639 2.808 1.060  -0.94
O: 1.353 0.526 -3.354  -0.94
O: -2.027 -0.937 3.147  -1.10
O: -0.760 -2.856 2.347  -1.20
O: -1.734 -2.864 -2.114  -0.97
O: -0.644 3.741 -1.215  -0.95
O: 3.965 1.670 -0.435  -0.94
O: 2.516 -0.473 -0.892  -1.00
O: -0.602 0.827 1.670  -0.96
O: 0.510 -1.634 0.433  -1.03
H: -1.159 -3.602 -1.922  0.48
H: -1.944 -0.636 4.052  0.44
H: 0.413 -2.094 1.335  0.52
H: -1.144 -3.502 1.752  0.43
H: 2.175 -0.385 0.000  0.51
H: -3.453 2.350 1.321  0.46
H: -1.665 -2.103 -1.538  0.49
H: 3.628 2.070 -1.242  0.45
H: -0.974 -0.074 1.657  0.52
H: 3.216 1.080 -0.201  0.48
H: -0.140 -2.234 0.048  0.45
H: -0.362 1.057 0.768  0.44
H: -1.376 -1.827 2.902  0.51
H: 1.427 1.320 -3.899  0.45
H: 2.271 -1.279 -1.342  0.50
H: -2.226 1.964 0.782  0.47
H: 0.204 3.478 -1.575  0.46
H: 2.178 0.587 -2.852  0.48
H: -1.008 3.024 -0.691  0.48

Results
HOMO-LUMO gap (eV): 7.8
HOMO level (eV): -5.4
F_max (eV/Å): 1.8
LUMO level (eV): 2.443
Net charge: -1
Calculated total energy (eV): -20783.868

---

Q: What is the net charge in the first record?
A: -1